# 1
C7H10BFHgO5 | ωB97M-V/def2-TZVPD

Values from the calculation:
lowest unoccupied orbital energy: -14.12 eV
orbital gap: 3.561 eV
highest occupied orbital energy: -17.68 eV
maximum force: 0.0416 hartree/bohr

```
! RIJCOSX wB97M-V def2-TZVPD def2/J DEFGRID3
* xyz 2 1
C 1.654 -2.009 0.655
C 2.218 -0.628 0.519
B 1.400 0.360 -0.527
O 1.871 0.555 -1.704
C 0.020 1.110 -0.025
O 0.010 1.564 1.240
C -1.333 2.103 1.386
O -1.554 3.125 1.870
O -2.120 1.232 0.790
C -1.388 0.547 -0.251
C -1.612 -0.959 0.000
C -2.915 -1.331 -0.676
O -3.980 -1.083 -0.246
F -2.712 -1.963 -1.826
H 2.398 -2.640 1.139
H 0.761 -2.016 1.263
H 1.381 -2.436 -0.303
H 3.228 -0.659 0.129
H 2.254 -0.100 1.471
H 2.300 1.529 -1.840
H 0.066 2.005 -0.711
H -1.875 0.844 -1.171
H -0.843 -1.588 -0.424
H -1.767 -1.135 1.055
Hg 2.674 3.341 -1.824
*
```

Now the Löwdin charges, all in e:
1 C -0.03
2 C 0.00
3 B -0.39
4 O 0.19
5 C -0.11
6 O 0.16
7 C -0.45
8 O 0.36
9 O 0.17
10 C -0.13
11 C 0.02
12 C -0.46
13 O 0.26
14 F 0.16
15 H 0.14
16 H 0.09
17 H 0.11
18 H 0.14
19 H 0.15
20 H -0.11
21 H 0.20
22 H 0.19
23 H 0.12
24 H 0.16
25 Hg 1.07

# 2
C26H54ClFN3O10P2S | ωB97M-V/def2-TZVPD

Values from the calculation:
lowest unoccupied orbital energy: 2.30 eV
orbital gap: 8.108 eV
highest occupied orbital energy: -5.81 eV
maximum force: 0.1549 hartree/bohr

```
! RIJCOSX wB97M-V def2-TZVPD def2/J DEFGRID3
* xyz -1 1
C 4.962 -0.221 3.732
C 4.361 1.240 3.353
O 2.937 1.313 3.555
C 2.219 0.409 2.657
C 0.749 0.835 2.267
P 0.433 2.320 1.126
Cl 2.491 2.502 0.576
C -1.459 2.084 1.567
C -1.999 2.845 2.828
O -2.042 2.333 3.982
F -2.575 4.161 2.737
C 0.018 1.202 -0.415
S 1.446 0.360 -1.207
O 0.848 -0.862 -1.925
O 2.113 1.146 -2.338
O -0.065 3.766 0.306
C 0.821 4.335 -0.603
O 0.841 3.926 -1.810
C 1.769 5.616 -0.377
C 1.452 6.866 0.447
C 2.551 7.989 0.572
C 3.924 7.851 -0.137
C 4.267 6.598 -1.020
C 3.161 5.516 -1.109
P 0.807 3.647 2.879
O 0.290 5.099 2.707
H 6.026 -0.164 4.158
H 4.977 -0.822 2.761
H 4.302 -0.717 4.534
H 4.716 1.617 2.326
H 4.836 1.968 4.119
H 2.888 0.012 1.799
H 2.087 -0.547 3.313
H 0.260 -0.089 1.759
H 0.157 0.945 3.260
H -1.697 0.963 1.730
H -2.050 2.382 0.617
H -0.533 1.821 -1.225
H -0.739 0.369 -0.142
H 2.402 -0.175 -0.355
H 0.457 6.942 0.991
H 2.275 8.890 1.234
H 4.714 8.658 -0.018
H 5.256 6.485 -1.570
H 3.391 4.591 -1.753
H 0.495 3.039 4.139
H 2.257 3.781 2.905
C -2.426 -4.736 -0.533
C -1.656 -3.751 -1.408
C -2.116 -3.742 -2.881
O -1.659 -4.853 -3.650
C -2.422 -6.035 -3.484
N -0.221 -4.036 -1.294
H -2.112 -5.771 -0.683
H -2.264 -4.507 0.524
H -3.502 -4.674 -0.724
H -1.839 -2.750 -1.004
H -1.685 -2.857 -3.361
H -3.205 -3.638 -2.963
H -3.485 -5.822 -3.332
H -2.028 -6.624 -2.654
H -2.315 -6.634 -4.391
H 0.292 -3.315 -1.800
H -0.037 -4.885 -1.831
C -1.467 1.897 -6.818
C -0.289 1.515 -5.924
C 0.064 0.013 -5.979
O -0.824 -0.829 -5.249
C -2.022 -1.150 -5.933
N -0.571 1.953 -4.552
H -2.430 1.608 -6.392
H -1.497 2.980 -6.961
H -1.377 1.434 -7.806
H 0.583 2.068 -6.287
H 1.044 -0.119 -5.509
H 0.167 -0.340 -7.014
H -1.868 -1.252 -7.011
H -2.787 -0.398 -5.726
H -2.387 -2.104 -5.544
H 0.258 1.784 -3.982
H -1.263 1.309 -4.167
C -2.698 -5.189 4.705
C -2.207 -4.056 5.602
C -2.159 -2.686 4.895
O -1.059 -2.519 4.006
C -1.245 -3.103 2.727
N -0.897 -4.422 6.157
H -1.936 -5.528 4.000
H -2.977 -6.056 5.309
H -3.580 -4.884 4.134
H -2.918 -3.970 6.430
H -2.032 -1.915 5.663
H -3.105 -2.461 4.386
H -2.285 -3.043 2.393
H -0.903 -4.140 2.733
H -0.621 -2.558 2.014
H -0.619 -3.710 6.830
H -0.212 -4.323 5.406
*
```

Now the Löwdin charges, all in e:
1 C -0.10
2 C -0.28
3 O -0.25
4 C -0.31
5 C -0.34
6 P 0.25
7 Cl 0.46
8 C -0.20
9 C -0.39
10 O 0.02
11 F 0.00
12 C -0.36
13 S 0.69
14 O -0.47
15 O -0.44
16 O -0.30
17 C -0.47
18 O 0.01
19 C -0.08
20 C -0.01
21 C -0.07
22 C -0.10
23 C -0.07
24 C -0.02
25 P 0.67
26 O -0.52
27 H 0.07
28 H 0.07
29 H 0.08
30 H 0.11
31 H 0.12
32 H 0.09
33 H 0.13
34 H 0.09
35 H 0.10
36 H 0.10
37 H 0.12
38 H 0.11
39 H 0.08
40 H 0.06
41 H 0.09
42 H 0.08
43 H 0.07
44 H 0.08
45 H 0.10
46 H 0.00
47 H -0.01
48 C -0.07
49 C -0.42
50 C -0.19
51 O -0.19
52 C -0.12
53 N 0.05
54 H 0.06
55 H 0.05
56 H 0.08
57 H 0.13
58 H 0.11
59 H 0.12
60 H 0.09
61 H 0.07
62 H 0.08
63 H 0.05
64 H 0.07
65 C -0.08
66 C -0.42
67 C -0.19
68 O -0.19
69 C -0.11
70 N 0.06
71 H 0.06
72 H 0.07
73 H 0.07
74 H 0.14
75 H 0.12
76 H 0.11
77 H 0.09
78 H 0.07
79 H 0.07
80 H 0.05
81 H 0.07
82 C -0.08
83 C -0.43
84 C -0.20
85 O -0.19
86 C -0.11
87 N 0.03
88 H 0.06
89 H 0.07
90 H 0.08
91 H 0.13
92 H 0.12
93 H 0.12
94 H 0.08
95 H 0.08
96 H 0.08
97 H 0.07
98 H 0.07

# 3
C49H40CrN9O4S3 | ωB97M-V/def2-TZVPD

Values from the calculation:
<S²>: 0.96
lowest unoccupied orbital energy (spin up / spin down): -4.71 / -4.71 eV
relative energy (zero: lowest compared OMol25 entry of this formula, charge and spin): 18.5 kcal per mole
orbital gap (spin up / spin down): 6.806 / 5.896 eV
highest occupied orbital energy (spin up / spin down): -11.51 / -10.60 eV
maximum force: 0.0341 hartree/bohr

```
! RIJCOSX wB97M-V def2-TZVPD def2/J DEFGRID3
* xyz 2 2
Cr -1.380 3.049 -0.118
O -1.115 4.699 0.778
C -1.170 5.002 1.990
C -1.366 4.080 3.064
C -1.361 4.543 4.384
C -1.491 3.661 5.435
C -1.634 2.284 5.212
C -1.634 1.801 3.931
C -1.515 2.670 2.816
O -1.502 2.180 1.623
N -1.495 4.160 6.785
O -1.596 3.341 7.673
O -1.392 5.357 6.940
H -1.010 6.048 2.278
H -1.244 5.596 4.592
H -1.752 1.629 6.062
H -1.763 0.746 3.737
N -1.643 1.273 -0.923
S -0.414 -1.093 -1.832
N 0.127 -2.527 -1.219
S 1.462 -2.560 -0.394
N 1.894 -1.296 0.422
S 0.858 -0.187 1.074
N -0.503 1.473 -0.826
C -0.123 -1.218 2.177
C 0.401 -1.854 3.292
C -0.409 -2.717 4.012
C -1.719 -2.936 3.616
C -2.236 -2.284 2.506
C -1.437 -1.416 1.780
C 2.019 0.580 2.205
C 3.081 -0.130 2.745
C 3.906 0.497 3.664
C 3.681 1.819 4.019
C 2.650 2.534 3.427
C 1.814 1.917 2.510
C 1.305 -3.971 0.698
C 0.088 -4.623 0.789
C -0.041 -5.676 1.677
C 1.039 -6.058 2.461
C 2.251 -5.388 2.365
C 2.395 -4.335 1.477
C 2.826 -2.836 -1.520
C 3.947 -2.029 -1.455
C 4.961 -2.222 -2.377
C 4.841 -3.212 -3.341
C 3.701 -4.002 -3.405
C 2.680 -3.818 -2.488
C -1.681 -1.725 -2.930
C -2.586 -0.806 -3.438
C -3.562 -1.254 -4.314
C -3.631 -2.595 -4.663
C -2.737 -3.504 -4.117
C -1.751 -3.070 -3.247
C 0.894 -0.705 -3.025
C 0.996 -1.316 -4.263
C 2.079 -1.008 -5.070
C 3.042 -0.113 -4.634
C 2.927 0.489 -3.390
C 1.844 0.201 -2.580
H 1.416 -1.673 3.609
H -0.019 -3.211 4.889
H -2.348 -3.598 4.189
H -3.262 -2.445 2.214
H -1.828 -0.879 0.927
H 3.275 -1.142 2.422
H 4.721 -0.050 4.110
H 4.325 2.296 4.741
H 2.492 3.568 3.686
H 1.017 2.467 2.027
H -0.724 -4.302 0.157
H -0.982 -6.199 1.748
H 0.939 -6.888 3.141
H 3.088 -5.689 2.977
H 3.335 -3.813 1.376
H 4.000 -1.272 -0.689
H 5.845 -1.605 -2.339
H 5.643 -3.374 -4.044
H 3.613 -4.765 -4.164
H 1.786 -4.423 -2.512
H -2.526 0.230 -3.135
H -4.276 -0.557 -4.719
H -4.385 -2.931 -5.358
H -2.810 -4.552 -4.368
H -1.043 -3.751 -2.801
H 0.242 -2.013 -4.596
H 2.165 -1.462 -6.045
H 3.879 0.125 -5.271
H 3.680 1.182 -3.052
H 1.717 0.666 -1.612
N -4.697 5.135 -2.122
C -5.548 5.009 -1.065
C -4.865 4.312 -0.104
N -3.625 4.006 -0.553
C -3.535 4.522 -1.776
C -2.333 4.407 -2.523
N -1.251 3.860 -1.957
C -0.267 3.894 -2.903
C -0.749 4.463 -4.044
N -2.054 4.784 -3.802
H -4.886 5.637 -2.974
H -6.543 5.406 -1.088
H -5.199 4.031 0.874
H 0.712 3.511 -2.688
H -0.278 4.681 -4.981
H -2.667 5.250 -4.453
*
```

Atomic partial charges in e from the Löwdin method, atoms 1 to 99:
1 Cr 0.63
2 O -0.11
3 C -0.12
4 C -0.11
5 C 0.07
6 C -0.15
7 C 0.03
8 C 0.02
9 C -0.33
10 O -0.17
11 N -0.37
12 O 0.09
13 O 0.09
14 H 0.15
15 H 0.13
16 H 0.13
17 H 0.11
18 N -0.12
19 S 1.13
20 N -0.47
21 S 0.90
22 N -0.47
23 S 1.15
24 N -0.22
25 C -0.38
26 C -0.05
27 C -0.04
28 C -0.05
29 C -0.05
30 C -0.09
31 C -0.36
32 C -0.09
33 C -0.04
34 C -0.04
35 C -0.04
36 C -0.06
37 C -0.30
38 C -0.06
39 C -0.04
40 C -0.04
41 C -0.04
42 C -0.06
43 C -0.31
44 C -0.07
45 C -0.05
46 C -0.04
47 C -0.04
48 C -0.05
49 C -0.39
50 C -0.07
51 C -0.05
52 C -0.05
53 C -0.05
54 C -0.09
55 C -0.36
56 C -0.05
57 C -0.04
58 C -0.05
59 C -0.06
60 C -0.11
61 H 0.10
62 H 0.12
63 H 0.12
64 H 0.12
65 H 0.10
66 H 0.10
67 H 0.12
68 H 0.12
69 H 0.12
70 H 0.10
71 H 0.11
72 H 0.12
73 H 0.12
74 H 0.12
75 H 0.12
76 H 0.11
77 H 0.12
78 H 0.12
79 H 0.12
80 H 0.12
81 H 0.09
82 H 0.11
83 H 0.12
84 H 0.12
85 H 0.10
86 H 0.11
87 H 0.12
88 H 0.12
89 H 0.12
90 H 0.08
91 N 0.13
92 C -0.05
93 C -0.09
94 N 0.10
95 C -0.26
96 C -0.22
97 N -0.01
98 C -0.09
99 C -0.06

# 4
C6H14N3 | ωB97M-V/def2-TZVPD

Values from the calculation:
lowest unoccupied orbital energy: -3.06 eV
relative energy (zero: lowest compared OMol25 entry of this formula, charge and spin): 26.4 kcal per mole
orbital gap: 9.932 eV
highest occupied orbital energy: -12.99 eV
SMILES: CN1C(=[NH2+])NCC1(C)C
maximum force: 0.1371 hartree/bohr

```
! RIJCOSX wB97M-V def2-TZVPD def2/J DEFGRID3
* xyz 1 1
C 0.233 2.059 0.288
N 0.335 0.622 0.021
C 1.692 -0.176 0.041
N 2.891 0.267 0.259
N 1.332 -1.431 0.140
C -0.046 -1.701 0.073
C -0.778 -0.345 -0.219
C -1.389 -0.172 -1.588
C -1.851 -0.148 0.871
H -0.012 2.816 -0.610
H -0.623 2.229 0.995
H 1.218 2.357 0.787
H 3.630 -0.470 0.266
H 3.172 1.218 0.144
H 1.927 -2.255 0.360
H -0.487 -2.218 0.971
H -0.204 -2.254 -0.856
H -0.703 -0.526 -2.365
H -1.712 0.958 -1.594
H -2.222 -0.803 -1.542
H -2.765 -0.828 0.767
H -2.080 0.970 0.866
H -1.557 -0.168 1.926
*
```

Now the Löwdin charges, all in e:
1 C -0.06
2 N -0.04
3 C -0.23
4 N 0.23
5 N 0.08
6 C -0.10
7 C -0.52
8 C -0.01
9 C -0.05
10 H 0.13
11 H 0.08
12 H 0.10
13 H 0.17
14 H 0.13
15 H 0.20
16 H 0.15
17 H 0.13
18 H 0.10
19 H 0.14
20 H 0.06
21 H 0.12
22 H 0.09
23 H 0.09